Entry 1:
{"formula": "C51H49ClFeN6PSSe2", "method": "wB97M-V/def2-TZVPD", "symbols": ["Fe", "Se", "N", "C", "C", "C", "C", "C", "N", "C", "C", "N", "C", "C", "C", "C", "C", "N", "H", "H", "H", "H", "H", "H", "C", "C", "C", "C", "C", "C", "P", "C", "C", "C", "C", "C", "C", "C", "C", "C", "C", "C", "C", "H", "H", "H", "H", "H", "H", "H", "H", "H", "H", "H", "H", "H", "H", "C", "N", "C", "C", "S", "N", "C", "C", "H", "H", "H", "H", "H", "H", "H", "H", "H", "H", "H", "H", "Cl", "C", "C", "C", "C", "C", "C", "C", "H", "H", "H", "H", "H", "H", "C", "C", "C", "C", "C", "C", "Se", "C", "C", "C", "H", "H", "H", "H", "H", "H", "H", "H", "H", "H", "H"], "xyz": [[-0.460, 0.460, -0.260], [-6.175, -3.328, -3.584], [-5.428, -3.417, -1.973], [-4.487, -2.523, -1.947], [-3.630, -2.275, -0.780], [-3.732, -2.986, 0.418], [-2.887, -2.662, 1.452], [-1.971, -1.627, 1.276], [-1.876, -0.956, 0.130], [-2.678, -1.283, -0.874], [-2.494, -0.481, -2.102], [-1.551, 0.464, -2.050], [-1.407, 1.272, -3.089], [-2.160, 1.137, -4.255], [-3.100, 0.138, -4.325], [-3.286, -0.686, -3.213], [-4.310, -1.740, -3.156], [-5.111, -2.017, -4.141], [-4.478, -3.766, 0.508], [-2.930, -3.183, 2.399], [-1.301, -1.320, 2.071], [-0.665, 2.050, -2.985], [-1.993, 1.814, -5.081], [-3.710, -0.013, -5.206], [5.387, -1.064, -5.385], [4.757, -2.014, -4.590], [3.609, -1.682, -3.882], [3.071, -0.396, -3.960], [3.699, 0.540, -4.780], [4.853, 0.214, -5.485], [1.589, 0.160, -3.015], [0.707, -1.431, -2.781], [0.430, -1.944, -1.521], [-0.381, -3.067, -1.367], [-0.931, -3.686, -2.477], [-0.648, -3.188, -3.751], [0.160, -2.071, -3.900], [2.254, 0.573, -1.366], [3.617, 0.481, -1.091], [4.138, 1.031, 0.077], [3.299, 1.713, 0.941], [1.930, 1.781, 0.679], [1.343, 1.184, -0.447], [6.292, -1.318, -5.923], [5.163, -3.017, -4.523], [3.130, -2.427, -3.256], [3.281, 1.539, -4.855], [5.328, 0.953, -6.118], [0.873, -1.487, -0.641], [-0.579, -3.449, -0.370], [-1.575, -4.550, -2.361], [-1.066, -3.673, -4.625], [0.365, -1.681, -4.892], [4.291, -0.005, -1.788], [5.196, 0.940, 0.293], [3.703, 2.185, 1.831], [1.300, 2.318, 1.378], [2.087, -5.979, 0.988], [1.851, -4.723, 1.691], [0.560, -4.637, 2.345], [2.576, -3.596, 1.437], [1.941, -2.058, 1.600], [3.866, -3.812, 1.018], [4.614, -2.687, 0.470], [4.719, -4.731, 1.775], [1.174, -6.267, 0.458], [2.344, -6.787, 1.678], [2.882, -5.861, 0.260], [0.355, -5.595, 2.827], [-0.242, -4.418, 1.632], [0.574, -3.847, 3.092], [3.995, -2.120, -0.220], [5.481, -3.088, -0.058], [4.953, -2.006, 1.257], [4.129, -5.439, 2.345], [5.338, -4.163, 2.476], [5.380, -5.280, 1.101], [-0.457, 3.747, 2.782], [-1.822, 2.643, 2.743], [-2.520, 2.468, 3.932], [-3.673, 1.705, 3.958], [-4.126, 1.151, 2.766], [-3.413, 1.331, 1.594], [-2.206, 2.054, 1.528], [-1.471, 2.201, 0.261], [-2.152, 2.942, 4.835], [-4.212, 1.564, 4.886], [-5.052, 0.585, 2.749], [-3.793, 0.913, 0.667], [-0.733, 2.991, 0.230], [-2.124, 2.179, -0.606], [-0.792, 1.146, 9.449], [-0.483, 0.911, 7.994], [-1.145, -0.073, 7.268], [-0.858, -0.314, 5.931], [-1.616, -1.399, 5.206], [0.134, 0.465, 5.295], [0.529, 0.179, 3.485], [0.823, 1.465, 6.020], [1.885, 2.328, 5.394], [0.490, 1.668, 7.351], [-1.568, 0.468, 9.805], [-1.131, 2.171, 9.616], [0.099, 0.995, 10.063], [-1.901, -0.676, 7.761], [-2.175, -2.010, 5.916], [-0.941, -2.044, 4.641], [-2.318, -0.956, 4.493], [2.541, 1.744, 4.751], [2.480, 2.815, 6.166], [1.431, 3.100, 4.769], [1.015, 2.437, 7.911]], "atomic_forces_ev_per_a": [[-0.5, 0.3, -0.7], [-0.3, -0.2, -0.2], [-0.1, -0.1, 0.0], [0.4, 0.3, 0.2], [-0.6, -0.5, -0.1], [-0.2, 0.0, -0.3], [0.2, 0.1, 0.1], [-0.1, 0.0, -0.1], [0.2, 0.4, 1.1], [0.1, 0.6, -0.8], [-0.2, -0.4, 0.6], [0.5, -0.1, 0.5], [0.1, 0.2, 0.0], [0.1, 0.1, 0.1], [-0.2, -0.1, 0.0], [-0.5, -0.2, -0.4], [0.4, 0.3, 0.2], [0.0, 0.0, -0.1], [0.0, 0.0, 0.0], [0.0, 0.0, 0.0], [0.0, 0.0, 0.0], [0.0, 0.0, 0.0], [0.0, 0.0, 0.0], [0.0, 0.0, 0.0], [0.0, 0.0, 0.0], [-0.1, 0.0, 0.0], [0.0, 0.0, 0.0], [0.0, -0.1, 0.1], [0.0, 0.0, 0.0], [-0.1, 0.0, 0.1], [0.3, -0.1, -0.2], [0.0, 0.0, -0.1], [0.0, -0.1, -0.1], [0.2, -0.1, -0.1], [0.1, 0.0, -0.1], [0.0, 0.1, 0.1], [-0.1, 0.0, 0.1], [0.1, 0.3, 0.3], [-0.1, 0.1, 0.0], [0.0, 0.0, 0.0], [0.0, 0.0, 0.0], [0.0, -0.1, -0.1], [0.3, -0.2, -0.4], [-0.1, 0.0, 0.0], [0.0, 0.0, 0.0], [0.0, 0.0, 0.0], [0.0, 0.0, 0.0], [0.0, 0.0, 0.0], [0.1, 0.0, 0.1], [0.0, 0.0, 0.0], [0.0, 0.0, 0.0], [0.0, 0.0, 0.0], [0.0, 0.0, 0.0], [0.0, 0.0, 0.0], [0.0, 0.0, 0.0], [0.0, 0.0, 0.0], [0.0, 0.0, 0.0], [-0.1, 0.1, 0.0], [0.1, 0.0, 0.0], [0.0, 0.0, 0.0], [-0.1, 0.0, -0.1], [0.1, -0.2, 0.1], [0.1, 0.0, 0.1], [0.0, -0.1, 0.0], [0.0, 0.1, -0.1], [0.0, 0.0, 0.0], [0.0, 0.0, 0.0], [0.0, 0.0, 0.0], [0.0, 0.0, 0.0], [0.0, 0.0, 0.0], [0.0, 0.0, 0.0], [0.0, 0.0, 0.0], [0.0, 0.0, 0.0], [0.0, 0.0, 0.0], [0.0, 0.0, 0.0], [0.0, 0.0, 0.0], [0.0, 0.0, 0.0], [-0.1, -0.1, 0.0], [0.0, 0.1, 0.0], [0.2, 0.0, 0.0], [0.0, -0.1, 0.0], [0.0, -0.1, -0.1], [0.0, -0.1, 0.0], [-0.1, 0.5, -0.1], [0.4, -1.3, 0.3], [0.0, 0.0, 0.0], [0.0, 0.0, 0.0], [0.1, 0.0, 0.0], [0.0, 0.0, 0.0], [-0.2, 0.2, 0.0], [-0.3, 0.5, 0.1], [0.0, 0.0, -0.1], [0.0, 0.0, 0.0], [0.0, 0.0, 0.0], [0.0, 0.0, 0.1], [0.1, 0.1, 0.0], [-0.1, -0.1, 0.0], [0.0, 0.2, 0.1], [0.0, 0.0, 0.0], [0.0, 0.0, 0.0], [0.0, 0.0, 0.0], [0.0, 0.0, 0.0], [0.0, 0.0, 0.0], [0.0, 0.0, 0.0], [0.0, 0.0, 0.0], [0.0, 0.1, 0.0], [0.0, 0.0, 0.0], [0.0, 0.0, 0.0], [0.0, 0.0, 0.0], [0.0, 0.0, 0.0], [0.0, 0.0, 0.0], [0.0, 0.0, 0.0]], "lowdin_spin": [0.00, 0.00, 0.00, 0.00, 0.00, 0.00, 0.00, 0.00, 0.00, 0.00, 0.00, 0.00, 0.00, 0.00, 0.00, 0.00, 0.00, 0.00, 0.00, 0.00, 0.00, 0.00, 0.00, 0.00, 0.00, 0.00, 0.00, 0.00, 0.00, 0.00, 0.00, 0.00, 0.00, 0.00, 0.00, 0.00, 0.00, 0.00, 0.00, 0.00, 0.00, 0.00, 0.00, 0.00, 0.00, 0.00, 0.00, 0.00, 0.00, 0.00, 0.00, 0.00, 0.00, 0.00, 0.00, 0.00, 0.00, 0.00, 0.01, 0.00, 0.01, 0.02, 0.00, 0.00, 0.00, 0.00, 0.00, 0.00, 0.00, 0.00, 0.00, 0.00, 0.00, 0.00, 0.00, 0.00, 0.00, 0.01, 0.02, 0.00, 0.00, 0.00, 0.00, 0.01, 0.00, 0.00, 0.00, 0.00, 0.00, 0.00, 0.00, 0.01, 0.06, -0.01, 0.05, 0.01, 0.05, 0.66, 0.05, 0.01, -0.01, 0.00, 0.00, 0.00, 0.00, 0.00, 0.00, 0.00, 0.00, 0.00, 0.00, 0.00], "charge": 0, "orbital_gap_ev": [6.02, 5.61], "e_tot_ev": -260347.42776, "e_above_lowest_kcal_mol": 10.4, "lumo_ev": [-0.85, -1.31], "multiplicity": 2, "s_squared": 0.77}

---

Entry 2:
{"formula": "C51H50N7O5P2SY", "method": "wB97M-V/def2-TZVPD", "symbols": ["Y", "C", "C", "C", "C", "C", "N", "C", "C", "C", "N", "C", "C", "C", "C", "C", "C", "C", "C", "N", "C", "C", "C", "N", "C", "C", "C", "C", "O", "C", "O", "H", "H", "H", "H", "H", "H", "H", "H", "H", "H", "H", "H", "H", "H", "H", "H", "H", "H", "H", "H", "H", "H", "H", "H", "H", "H", "H", "H", "N", "P", "C", "C", "C", "C", "C", "C", "C", "C", "C", "C", "C", "C", "P", "C", "C", "C", "C", "C", "C", "C", "C", "C", "C", "C", "C", "H", "H", "H", "H", "H", "H", "H", "H", "H", "H", "H", "H", "H", "H", "H", "H", "H", "H", "H", "H", "H", "O", "C", "O", "H", "O", "C", "N", "S", "C", "N"], "xyz": [[-0.219, -0.738, -0.349], [-3.909, -2.777, -6.484], [-3.207, -2.107, -5.330], [-2.700, -0.818, -5.436], [-2.071, -0.169, -4.381], [-1.371, 1.116, -4.682], [-1.790, 2.290, -4.075], [-2.632, 2.432, -2.909], [-1.920, 2.966, -1.672], [-2.867, 3.103, -0.490], [-3.280, 1.783, -0.020], [-3.984, 1.566, 1.050], [-4.084, 0.321, 1.709], [-4.932, 0.181, 2.827], [-4.946, -0.956, 3.594], [-5.874, -1.120, 4.769], [-4.024, -1.970, 3.279], [-3.143, -1.879, 2.224], [-2.163, -2.929, 2.007], [-1.201, -2.919, 1.173], [-0.393, -4.138, 1.169], [-0.972, -5.234, 0.263], [-0.729, -5.022, -1.234], [-1.751, -4.255, -1.928], [-1.575, -3.019, -2.112], [-2.260, -2.200, -3.101], [-2.924, -2.801, -4.165], [-1.949, -0.811, -3.123], [-1.547, -0.183, -2.063], [-3.200, -0.754, 1.339], [-2.495, -0.712, 0.294], [-4.107, -2.071, -7.290], [-4.858, -3.209, -6.164], [-3.298, -3.587, -6.889], [-2.786, -0.304, -6.389], [-1.366, 1.255, -5.761], [-1.301, 3.120, -4.369], [-3.077, 1.462, -2.702], [-3.445, 3.124, -3.164], [-1.493, 3.949, -1.890], [-1.101, 2.297, -1.405], [-3.754, 3.685, -0.760], [-2.362, 3.626, 0.326], [-2.786, 0.963, -0.393], [-4.475, 2.428, 1.495], [-5.593, 1.004, 3.080], [-6.527, -0.256, 4.878], [-5.309, -1.235, 5.697], [-6.497, -2.009, 4.651], [-3.997, -2.858, 3.904], [-2.284, -3.795, 2.673], [-0.325, -4.547, 2.185], [0.613, -3.891, 0.835], [-2.044, -5.343, 0.446], [-0.486, -6.169, 0.550], [-0.718, -6.001, -1.716], [0.267, -4.578, -1.364], [-0.707, -2.500, -1.657], [-3.156, -3.857, -4.077], [2.589, 0.915, 0.990], [1.820, -0.303, 1.916], [3.375, -1.072, 2.549], [3.994, -2.018, 1.730], [5.207, -2.583, 2.090], [5.810, -2.220, 3.286], [5.193, -1.298, 4.117], [3.982, -0.724, 3.755], [1.294, 0.569, 3.441], [0.451, -0.129, 4.303], [0.005, 0.453, 5.479], [0.398, 1.744, 5.801], [1.229, 2.448, 4.942], [1.676, 1.865, 3.765], [1.993, 1.650, -0.438], [2.352, 3.394, 0.071], [1.318, 4.082, 0.706], [1.525, 5.343, 1.242], [2.772, 5.942, 1.141], [3.808, 5.269, 0.509], [3.602, 4.003, -0.022], [3.362, 1.362, -1.623], [4.168, 0.232, -1.533], [5.101, -0.050, -2.520], [5.244, 0.800, -3.607], [4.439, 1.926, -3.709], [3.496, 2.199, -2.731], [3.542, 1.142, 1.242], [3.516, -2.321, 0.809], [5.674, -3.309, 1.437], [6.756, -2.663, 3.573], [5.656, -1.024, 5.057], [3.512, -0.006, 4.412], [0.143, -1.136, 4.033], [-0.655, -0.095, 6.140], [0.048, 2.206, 6.715], [1.526, 3.460, 5.186], [2.312, 2.426, 3.090], [0.345, 3.609, 0.792], [0.714, 5.857, 1.743], [2.941, 6.926, 1.559], [4.786, 5.727, 0.429], [4.426, 3.491, -0.500], [4.056, -0.440, -0.692], [5.706, -0.945, -2.438], [5.977, 0.592, -4.376], [4.543, 2.587, -4.562], [2.862, 3.075, -2.822], [0.203, 0.882, -4.629], [1.027, 0.340, -3.773], [0.881, -0.023, -2.624], [2.020, 0.258, -4.246], [-1.440, 2.390, 2.648], [-0.931, 1.665, 1.854], [-0.446, 0.981, 1.007], [3.416, -3.636, -1.811], [2.296, -2.717, -1.156], [1.470, -2.055, -0.630]], "atomic_forces_ev_per_a": [[-1.9, 0.8, -0.3], [0.1, 0.0, 0.1], [-0.1, 0.0, -0.1], [-0.1, 0.0, 0.0], [0.1, 0.0, 0.2], [-0.1, -0.1, -0.1], [0.3, 0.1, 0.3], [0.0, 0.0, -0.1], [-0.1, -0.1, -0.1], [0.0, 0.3, -0.1], [0.1, -0.1, 0.1], [0.0, 0.1, 0.0], [0.2, -0.3, -0.1], [0.0, 0.0, 0.0], [-0.1, 0.1, 0.1], [0.1, 0.0, 0.0], [0.1, 0.1, -0.1], [-0.1, 0.2, 0.0], [0.1, -0.1, 0.0], [0.3, 0.2, -0.1], [-0.1, -0.3, 0.1], [0.1, 0.2, -0.1], [0.0, 0.0, 0.2], [-0.1, 0.1, -0.1], [0.1, -0.2, 0.2], [-0.1, 0.3, -0.2], [0.1, 0.1, 0.1], [-0.3, -0.1, -0.3], [0.0, -0.1, 0.2], [-0.2, 0.0, 0.2], [0.0, 0.2, -0.2], [0.0, 0.0, 0.0], [0.0, 0.0, -0.1], [0.0, 0.0, 0.0], [0.0, 0.0, 0.0], [0.1, 0.0, 0.0], [-0.1, 0.0, -0.1], [0.0, 0.0, 0.0], [-0.1, -0.1, 0.0], [0.0, 0.0, 0.0], [0.1, 0.0, 0.0], [0.0, 0.0, 0.0], [0.0, -0.1, 0.1], [0.0, -0.1, 0.0], [0.0, 0.0, 0.0], [0.0, 0.0, 0.0], [0.0, 0.0, 0.0], [0.0, 0.0, 0.0], [0.0, 0.0, 0.0], [0.0, 0.0, 0.0], [0.0, 0.0, 0.0], [0.0, 0.1, 0.0], [0.0, 0.0, 0.1], [0.0, -0.1, 0.1], [0.0, 0.0, 0.0], [0.1, 0.0, 0.0], [0.0, 0.0, -0.1], [0.0, -0.6, -0.3], [0.0, 0.0, 0.0], [0.0, -0.2, -0.3], [0.7, 0.3, 0.6], [-0.2, -0.2, -0.1], [0.0, 0.0, 0.0], [0.0, 0.0, 0.0], [0.0, 0.0, 0.0], [0.0, 0.0, 0.1], [0.0, 0.0, -0.1], [-0.1, -0.2, -0.1], [0.0, 0.0, -0.1], [0.0, 0.0, 0.0], [0.0, 0.0, 0.0], [0.0, 0.1, 0.0], [0.0, 0.0, -0.1], [0.9, 0.2, 0.4], [-0.3, -0.1, -0.2], [0.0, 0.0, -0.1], [-0.1, 0.0, 0.0], [0.0, 0.0, 0.0], [0.0, 0.0, 0.0], [0.0, 0.0, 0.0], [-0.1, 0.0, 0.0], [0.0, 0.1, 0.0], [0.0, 0.0, 0.0], [0.0, 0.0, 0.0], [0.0, 0.0, -0.1], [0.0, 0.0, 0.1], [0.0, 0.0, 0.1], [0.1, 0.0, 0.0], [0.0, 0.0, 0.0], [0.0, 0.0, 0.0], [0.0, 0.0, 0.0], [0.0, 0.0, 0.0], [0.0, 0.0, 0.1], [0.0, 0.0, 0.0], [0.0, 0.0, 0.0], [0.0, 0.0, 0.0], [0.0, 0.0, 0.0], [0.0, 0.0, 0.0], [0.0, 0.0, 0.0], [0.0, 0.0, 0.0], [0.0, 0.0, 0.0], [0.0, 0.0, -0.1], [0.0, -0.1, 0.0], [0.0, 0.0, 0.0], [0.0, 0.0, 0.0], [0.0, 0.0, 0.0], [0.0, 0.0, 0.0], [-0.2, 0.2, 0.0], [0.4, -0.1, 0.2], [0.0, -0.1, -0.3], [-0.1, 0.0, 0.0], [0.1, 0.0, 0.0], [-0.2, 0.1, -0.1], [-0.5, 1.0, 0.9], [0.4, -0.3, -0.2], [-0.5, 0.3, 0.2], [1.3, -1.1, -0.5]], "lowdin_charge": [1.32, -0.06, -0.27, 0.01, -0.10, -0.20, 0.03, -0.20, -0.17, -0.15, 0.09, 0.00, -0.11, 0.02, -0.27, -0.05, 0.03, -0.11, -0.10, 0.03, -0.23, -0.16, -0.22, 0.07, -0.14, -0.11, 0.02, -0.31, -0.23, -0.29, -0.15, 0.07, 0.08, 0.08, 0.12, 0.14, 0.14, 0.11, 0.12, 0.12, 0.08, 0.13, 0.12, 0.11, 0.15, 0.12, 0.07, 0.08, 0.08, 0.13, 0.13, 0.11, 0.09, 0.11, 0.11, 0.11, 0.09, 0.06, 0.12, -0.39, 0.95, -0.33, -0.11, -0.07, -0.09, -0.08, -0.08, -0.41, -0.11, -0.08, -0.09, -0.08, -0.10, 0.99, -0.34, -0.11, -0.08, -0.09, -0.08, -0.09, -0.38, -0.09, -0.07, -0.09, -0.09, -0.13, 0.07, 0.04, 0.11, 0.10, 0.10, 0.10, 0.10, 0.10, 0.10, 0.10, 0.10, 0.07, 0.10, 0.10, 0.10, 0.10, 0.07, 0.10, 0.10, 0.10, 0.11, 0.03, -0.34, -0.08, 0.15, 0.08, -0.54, -0.08, 0.61, -0.99, -0.12], "charge": 0, "orbital_gap_ev": 6.73, "e_tot_ev": -104828.63937, "e_above_lowest_kcal_mol": 41.8, "lumo_ev": -0.61}